{"formula": "C2H7N2O", "method": "ωB97M-V/def2-TZVPD", "homo_energy_ev": -15.045, "orbital_gap_ev": 10.25, "charge": 1, "multiplicity": 1, "relative_energy_kj_mol": 193.8, "species": ["C", "C", "N", "N", "O", "H", "H", "H", "H", "H", "H", "H"], "xyz": [[-0.3769, -0.9120, -0.1591], [2.1416, -0.7104, -0.1349], [0.6994, -0.2389, -0.0484], [-2.0636, 1.1892, 0.1742], [-1.1499, -1.6939, -0.4162], [0.5010, 0.5981, 0.4426], [2.0893, -1.4384, -1.0209], [2.6549, 0.1008, -0.5360], [2.2941, -1.0330, 0.8999], [-1.7439, 2.1328, 0.1430], [-2.2782, 1.0545, 1.1387], [-2.7676, 0.9514, -0.4831]], "atomic_forces_ev_per_a": [[0.902, -0.285, -0.913], [-2.802, -2.301, -1.153], [-0.814, 0.143, 0.144], [2.162, -0.665, 0.630], [-0.508, -0.168, 0.194], [0.033, 1.359, 0.400], [0.575, 0.340, 1.937], [1.177, 1.511, 0.045], [1.097, -0.307, -0.763], [-0.097, 0.739, -0.726], [-0.917, -0.481, 0.427], [-0.808, 0.116, -0.221]]}